32
Properties=species:S:1:pos:R:3:lowdin_charge:R:1 method="wB97M-V/def2-TZVPD" spin_multiplicity=1 homo_lumo_gap_ev=8.301 homo_ev=-12.47 e_tot_ha=-894.81517 charge=+1
C -1.15325 0.64024 -3.10851 -0.018
C -2.14697 0.08855 -2.38916 -0.004
C 0.05801 0.95760 -2.49335 0.039
C -1.89231 -0.33286 -1.07163 0.008
C 0.19079 0.69342 -1.16122 -0.122
C 1.35732 0.42019 0.81631 -0.457
C -0.56331 0.10521 0.90242 -0.107
C 1.36322 1.37173 -0.45951 -0.585
C 2.68417 1.26628 -1.25199 0.034
C -0.65086 -2.45210 1.10961 -0.075
C -0.29859 -1.15017 3.17238 -0.074
C -0.98951 -1.05994 1.75939 -0.371
N -0.79221 0.06670 -0.52836 0.012
O 1.11551 2.67806 -0.15963 0.017
I 2.31836 1.30641 2.56170 0.902
H -1.14890 0.99907 -4.23668 0.179
H -3.05467 -0.30242 -2.92005 0.149
H 0.79530 1.56956 -3.05758 0.144
H -2.67541 -0.85041 -0.51864 0.159
H 1.81204 -0.51159 0.70125 0.030
H -0.89968 1.09475 1.32901 0.162
H 3.03088 0.27110 -1.13788 0.088
H 3.39091 1.98881 -0.96090 0.089
H 2.45805 1.39188 -2.31945 0.079
H -0.87588 -3.24715 1.74432 0.049
H 0.41639 -2.59834 0.88287 0.083
H -1.24420 -2.75865 0.13997 0.107
H -0.93870 -1.85229 3.74214 0.101
H -0.57824 -0.17853 3.58349 0.070
H 0.73211 -1.33410 3.07720 0.035
H -2.11833 -1.11959 1.91801 0.156
H 0.29797 2.83860 0.33446 0.119